The following is a DFT calculation (ωB97M-V/def2-TZVPD) of an isolated ion of composition CH3N2O2S and charge -1 in a non-equilibrium geometry.

Calculated values
**Kohn-Sham gap (spin up / spin down)**: 7.602 / 7.603 eV
**Total charge**: -1
**Spin multiplicity**: 1
**ΔE to the lowest compared entry with this formula, charge and spin**: 76.5 kcal per mole
**Highest occupied orbital energy (spin up / spin down)**: -3.49 / -3.49 eV
**E_LUMO (spin up / spin down)**: 4.11 / 4.11 eV

The geometry in XYZ format:
```
9
Properties=species:S:1:pos:R:3:lowdin_charge:R:1
C -0.163 -0.776 -0.418 -0.26
N 0.929 -0.628 0.353 -0.26
N 1.856 0.319 0.490 -0.04
O -2.418 0.096 -0.367 -0.63
O -0.713 1.842 -0.035 -0.60
S -1.174 0.763 -0.948 0.60
H -1.074 -1.384 -0.054 0.06
H 1.188 -1.404 1.007 0.14
H 1.568 1.173 -0.028 0.01
```

***

The following is a DFT calculation (ωB97M-V/def2-TZVPD) of an isolated ion of composition CH3N2O2S and charge -1 in a non-equilibrium geometry.

Calculated values
**Kohn-Sham gap**: 7.074 eV
**Total charge**: -1
**Spin multiplicity**: 1
**ΔE to the lowest compared entry with this formula, charge and spin**: 78.6 kcal per mole
**Highest occupied orbital energy**: -2.96 eV
**E_LUMO**: 4.11 eV

The geometry in XYZ format:
```
9
Properties=species:S:1:pos:R:3:lowdin_charge:R:1
C 0.199 -0.781 -0.326 -0.26
N 1.190 -0.020 -0.012 -0.27
N 1.277 1.238 0.140 -0.05
O -2.291 -1.131 0.463 -0.58
O -1.469 1.247 0.188 -0.61
S -1.598 -0.158 -0.376 0.59
H 0.133 -1.787 -0.394 0.00
H 2.211 -0.309 0.188 0.16
H 0.347 1.702 0.129 0.00
```

***

The following is a DFT calculation (ωB97M-V/def2-TZVPD) of an isolated ion of composition CH3N2O2S and charge +1 in a non-equilibrium geometry.

Calculated values
**Kohn-Sham gap**: 10.311 eV
**Total charge**: +1
**Spin multiplicity**: 1
**ΔE to the lowest compared entry with this formula, charge and spin**: 80.8 kcal per mole
**Highest occupied orbital energy**: -16.40 eV
**E_LUMO**: -6.09 eV

The geometry in XYZ format:
```
9
Properties=species:S:1:pos:R:3:lowdin_charge:R:1
C 0.681 2.017 -1.001 0.27
N 0.540 0.891 -0.680 0.09
N -1.180 -0.915 0.282 -0.04
O 1.152 -1.701 -0.373 -0.19
O 0.807 -0.195 1.906 -0.30
S 0.431 -0.766 0.352 0.83
H 0.765 2.944 -1.423 0.10
H -1.583 -1.759 -0.159 0.14
H -1.613 -0.516 1.095 0.10
```

***

The following is a DFT calculation (ωB97M-V/def2-TZVPD) of CH3N3O as an isolated structure in a non-equilibrium geometry.

Calculated values
**Kohn-Sham gap (spin up / spin down)**: 7.628 / 9.050 eV
**Spin multiplicity**: 1
**ΔE to the lowest compared entry with this formula, charge and spin**: 176.2 kcal per mole
**Highest occupied orbital energy (spin up / spin down)**: -9.16 / -9.94 eV
**E_LUMO (spin up / spin down)**: -1.53 / -0.89 eV

The geometry in XYZ format:
```
8
Properties=species:S:1:pos:R:3:lowdin_charge:R:1
C 0.121 1.005 0.452 -0.34
N -0.363 -0.100 -0.120 -0.01
N -0.740 1.803 0.974 0.12
N -0.435 -2.371 -1.342 0.25
O 0.369 -1.105 -0.512 -0.16
H 1.172 1.146 0.330 0.11
H -0.349 2.681 1.287 0.04
H 0.224 -3.058 -1.070 -0.01
```

***

The following is a DFT calculation (ωB97M-V/def2-TZVPD) of a 2-piece molecular cluster, CH3N3O2S overall in a non-equilibrium geometry.

Calculated values
**Kohn-Sham gap**: 10.101 eV
**Spin multiplicity**: 1
**ΔE to the lowest compared entry with this formula, charge and spin**: 82.4 kcal per mole
**Highest occupied orbital energy**: -9.28 eV
**E_LUMO**: 0.82 eV

The geometry in XYZ format:
```
10
Properties=species:S:1:pos:R:3:lowdin_charge:R:1
C -1.434 0.091 0.211 -0.64
N 2.843 0.253 -0.079 0.23
N -0.352 0.587 -0.210 -0.11
N 2.262 -0.655 0.053 -0.35
O 1.697 -1.641 0.053 0.10
O -0.257 1.975 0.024 -0.06
S -2.046 -1.502 -0.010 0.77
H -1.167 -1.908 -0.954 -0.12
H -2.217 0.786 0.764 0.12
H 0.672 2.013 0.147 0.04
```

***

The following is a DFT calculation (ωB97M-V/def2-TZVPD) of a 2-piece molecular cluster, CH3N3O2Si overall in a non-equilibrium geometry.

Calculated values
**Kohn-Sham gap**: 9.344 eV
**Spin multiplicity**: 1
**ΔE to the lowest compared entry with this formula, charge and spin**: 55.9 kcal per mole
**Highest occupied orbital energy**: -10.50 eV
**E_LUMO**: -1.16 eV

The geometry in XYZ format:
```
10
Properties=species:S:1:pos:R:3:lowdin_charge:R:1
C 2.686 -0.874 -0.378 -0.34
N 3.762 -1.303 -0.334 0.09
N 0.698 0.995 1.123 -0.18
N -2.290 -0.558 -0.355 -0.15
O -3.278 -1.093 -0.635 0.07
O -2.363 0.854 -0.295 -0.04
Si 1.057 -0.120 0.015 0.61
H -1.471 1.251 -0.181 0.05
H 1.354 1.542 1.654 -0.05
H -0.155 -0.693 -0.614 -0.05
```

***

The following is a DFT calculation (ωB97M-V/def2-TZVPD) of a 2-piece molecular cluster, CH3N3O3 overall in a non-equilibrium geometry.

Calculated values
**Kohn-Sham gap**: 5.569 eV
**Total charge**: -2
**Spin multiplicity**: 1
**ΔE to the lowest compared entry with this formula, charge and spin**: 1.9 kcal per mole
**Highest occupied orbital energy**: 2.09 eV
**E_LUMO**: 7.65 eV

The geometry in XYZ format:
```
10
Properties=species:S:1:pos:R:3:lowdin_charge:R:1
C 1.620 -0.066 0.012 -0.85
N -0.394 1.199 -0.309 -0.12
N -1.118 -1.355 0.153 -0.14
N 0.272 -0.011 -0.460 -0.11
O 2.059 0.949 0.636 -0.19
O -2.095 -0.511 0.442 -0.43
O 2.313 -1.044 -0.363 -0.18
H -0.085 1.881 0.466 0.05
H -1.296 0.838 0.102 -0.02
H -1.275 -1.879 -0.678 -0.02
```

***

The following is a DFT calculation (ωB97M-V/def2-TZVPD) of one molecule with the formula CH3N3P2 in a non-equilibrium geometry.

Calculated values
**Kohn-Sham gap**: 8.352 eV
**Spin multiplicity**: 1
**ΔE to the lowest compared entry with this formula, charge and spin**: 16.6 kcal per mole
**Highest occupied orbital energy**: -9.46 eV
**E_LUMO**: -1.11 eV

The geometry in XYZ format:
```
9
Properties=species:S:1:pos:R:3:lowdin_charge:R:1
C 0.852 0.510 1.047 -0.35
N 1.528 -0.597 1.383 -0.05
N 1.537 -1.460 0.393 -0.17
N 0.968 -1.153 -0.658 -0.29
P 0.290 0.447 -0.708 0.57
P -1.774 0.047 -0.444 0.47
H 0.773 1.442 1.527 0.03
H -1.984 -0.615 -1.921 -0.05
H -2.191 1.378 -0.618 -0.18
```

***

The following is a DFT calculation (ωB97M-V/def2-TZVPD) of a 2-piece molecular cluster, CH3N3S overall in a non-equilibrium geometry.

Calculated values
**Kohn-Sham gap**: 10.621 eV
**Spin multiplicity**: 1
**ΔE to the lowest compared entry with this formula, charge and spin**: 6.8 kcal per mole
**Highest occupied orbital energy**: -9.92 eV
**E_LUMO**: 0.71 eV

The geometry in XYZ format:
```
8
Properties=species:S:1:pos:R:3:lowdin_charge:R:1
C 1.833 0.288 0.450 -0.14
N -2.196 0.502 -1.883 0.17
N -2.514 -0.065 -0.972 -0.84
N 0.937 -0.503 0.039 0.02
S -2.917 -0.737 0.292 0.66
H 2.021 0.585 1.413 0.03
H 2.342 0.929 -0.208 0.04
H 0.496 -1.000 0.870 0.05
```

***

The following is a DFT calculation (ωB97M-V/def2-TZVPD) of one molecule with the formula CH3N3S in a non-equilibrium geometry.

Calculated values
**Kohn-Sham gap**: 8.350 eV
**Spin multiplicity**: 1
**ΔE to the lowest compared entry with this formula, charge and spin**: 24.6 kcal per mole
**Highest occupied orbital energy**: -8.97 eV
**E_LUMO**: -0.62 eV

The geometry in XYZ format:
```
8
Properties=species:S:1:pos:R:3:lowdin_charge:R:1
C -0.485 -0.251 -0.100 -0.90
N -0.114 2.101 0.159 0.14
N -0.258 1.010 -0.336 -0.10
N 0.716 -1.195 -0.619 0.05
S -1.979 -0.787 0.279 0.63
H 0.037 2.131 1.187 0.09
H 1.589 -0.868 -0.234 0.04
H 0.495 -2.141 -0.335 0.04
```

***

The following is a DFT calculation (ωB97M-V/def2-TZVPD) of a 2-piece molecular cluster, CH3N3S overall in a non-equilibrium geometry.

Calculated values
**Kohn-Sham gap (spin up / spin down)**: 8.410 / 8.409 eV
**Spin multiplicity**: 1
**ΔE to the lowest compared entry with this formula, charge and spin**: 35.8 kcal per mole
**Highest occupied orbital energy (spin up / spin down)**: -8.98 / -8.98 eV
**E_LUMO (spin up / spin down)**: -0.57 / -0.57 eV

The geometry in XYZ format:
```
8
Properties=species:S:1:pos:R:3:lowdin_charge:R:1
C -1.872 0.523 -0.297 -0.52
N 1.135 0.335 -1.096 0.19
N 1.549 -0.196 -0.193 -0.36
N 2.283 -0.456 0.723 0.08
S -1.320 -0.339 0.996 0.54
H -1.584 0.184 -1.287 -0.01
H -2.444 1.376 0.057 -0.01
H 2.253 -1.428 1.097 0.09
```

***

The following is a DFT calculation (ωB97M-V/def2-TZVPD) of one molecule with the formula CH3N3Si in a non-equilibrium geometry.

Calculated values
**Kohn-Sham gap (spin up / spin down)**: 7.105 / 9.011 eV
**Spin multiplicity**: 3
**ΔE to the lowest compared entry with this formula, charge and spin**: 34.3 kcal per mole
**Highest occupied orbital energy (spin up / spin down)**: -6.64 / -10.96 eV
**E_LUMO (spin up / spin down)**: 0.46 / -1.95 eV

The geometry in XYZ format:
```
8
Properties=species:S:1:pos:R:3:mulliken_spin:R:1
C 0.583 0.602 0.558 0.69
N -0.581 1.341 0.336 -0.04
N -1.408 0.879 -0.391 0.05
N -2.326 0.586 -0.984 0.28
Si 0.746 -1.004 -0.203 0.95
H 1.336 1.272 0.642 0.03
H 1.892 -1.701 0.594 0.02
H -0.241 -1.975 -0.553 0.03
```